No. 1
This record from OMol25 describes C58H50F3N4O4Sr as an isolated structure at a distorted geometry. The level of theory is ωB97M-V with the def2-TZVPD basis set.

Strongest force on any atom, Eh/bohr: 0.072
ΔE to the lowest compared entry with this formula, charge and spin, eV: 1.2312
Net charge: -1
Molar mass, g mol⁻¹: 1011.7
Orbital gap, eV: 7.1
2S+1: 1

The geometry in XYZ format:
```
120
C58H50F3N4O4Sr (ωB97M-V with the def2-TZVPD basis set)
Sr -0.648 0.424 -0.605
C -2.081 2.802 1.615
N -1.350 2.895 0.340
C 0.110 2.985 0.581
C 0.966 3.057 -0.684
C 1.965 4.013 -0.809
C 2.803 3.975 -1.915
C 2.630 2.986 -2.871
C 1.609 2.070 -2.685
N 0.791 2.104 -1.619
C -1.837 4.021 -0.461
C -1.936 3.748 -1.961
C -2.132 4.805 -2.845
C -2.292 4.529 -4.191
C -2.260 3.209 -4.622
C -2.061 2.221 -3.675
N -1.894 2.483 -2.372
C -1.941 1.487 2.377
C -2.033 1.476 3.761
C -2.073 0.251 4.412
C -2.019 -0.918 3.668
C -1.902 -0.809 2.293
N -1.867 0.366 1.662
H -3.142 2.896 1.380
H -1.821 3.633 2.286
H 0.449 2.064 1.102
H 0.342 3.854 1.213
H 2.091 4.762 -0.038
H 3.594 4.708 -2.023
H 3.274 2.916 -3.737
H 1.442 1.261 -3.398
H -1.227 4.918 -0.297
H -2.844 4.274 -0.129
H -2.160 5.828 -2.477
H -2.447 5.334 -4.900
H -2.387 2.953 -5.667
H -2.038 1.168 -3.953
H -2.069 2.408 4.316
H -2.140 0.209 5.494
H -2.047 -1.892 4.142
H -1.853 -1.690 1.651
C 5.221 -2.976 0.670
C 3.770 -3.344 0.475
C 3.551 -4.837 0.548
O 2.955 -2.728 1.457
C 1.947 -1.887 0.873
C 2.279 -1.884 -0.636
O 3.349 -2.831 -0.776
C 1.106 -2.211 -1.590
O 0.109 -1.327 -1.315
C 1.531 -2.005 -3.069
C 0.507 -1.856 -4.016
C 0.797 -1.616 -5.352
C 2.124 -1.508 -5.777
C 3.144 -1.648 -4.849
C 2.851 -1.900 -3.505
C 0.643 -3.674 -1.396
C 1.328 -4.766 -1.930
C 0.872 -6.063 -1.730
C -0.283 -6.293 -0.986
C -0.985 -5.212 -0.466
C -0.530 -3.913 -0.682
C 1.915 -0.492 1.569
O 0.944 0.262 0.941
C 3.340 0.163 1.466
C 3.609 1.061 0.436
C 4.860 1.667 0.305
C 5.870 1.392 1.217
C 5.618 0.502 2.256
C 4.372 -0.106 2.374
C 1.596 -0.628 3.089
C 1.411 -1.839 3.756
C 1.106 -1.874 5.120
C 0.979 -0.698 5.841
C 1.143 0.523 5.182
C 1.439 0.551 3.827
H 5.551 -3.269 1.672
H 5.351 -1.899 0.552
H 5.831 -3.495 -0.077
H 3.931 -5.210 1.505
H 4.080 -5.337 -0.269
H 2.486 -5.065 0.473
H 0.956 -2.323 1.029
H 2.627 -0.894 -0.939
H -0.518 -1.910 -3.667
H -0.013 -1.509 -6.069
H 2.353 -1.315 -6.819
H 4.180 -1.562 -5.165
H 3.662 -2.013 -2.794
H 2.231 -4.597 -2.509
H 1.418 -6.899 -2.156
H -0.639 -7.305 -0.827
H -1.901 -5.378 0.094
H -1.092 -3.054 -0.341
H 2.813 1.281 -0.265
H 5.038 2.358 -0.512
H 6.842 1.864 1.123
H 6.396 0.277 2.977
H 4.197 -0.805 3.184
H 1.522 -2.773 3.217
H 0.971 -2.831 5.615
H 0.750 -0.725 6.900
H 1.037 1.454 5.731
H 1.564 1.503 3.315
F -9.045 3.695 1.325
C -9.091 2.340 1.366
F -9.321 2.002 2.652
F -10.183 1.982 0.651
C -7.850 1.713 0.833
C -7.669 1.614 -0.541
C -6.501 1.079 -1.058
C -5.469 0.627 -0.218
C -5.681 0.730 1.172
C -6.850 1.268 1.689
C -4.239 0.114 -0.738
C -3.078 -0.198 -1.059
H -8.452 1.957 -1.210
H -6.363 1.000 -2.130
H -4.898 0.375 1.836
H -6.989 1.339 2.762
```

These are the Mulliken partial charges, in e, on atoms 1 to 99: 2.648, -1.565, 1.473, -1.138, 0.988, -0.629, -0.875, -0.764, -0.883, 0.839, -1.623, 0.866, -1.210, -0.377, -0.897, -0.473, 0.629, 0.485, -1.022, -0.665, -0.952, -0.726, 1.647, 0.550, 0.333, -0.855, 0.801, 0.504, 0.417, 0.496, 0.315, 0.387, 0.689, 0.485, 0.398, 0.432, 0.504, 0.474, 0.431, 0.444, 0.230, -1.766, 1.202, -1.794, -0.239, -0.552, -0.614, -0.307, 1.680, -1.733, -0.548, -0.501, -0.696, -0.594, -0.983, 0.055, 0.123, -0.160, -0.709, -0.656, -0.860, -0.471, 0.221, 0.833, -0.483, 0.953, -0.867, -0.725, -0.856, 0.035, -0.367, 0.062, -1.032, -0.497, -0.776, 0.328, 0.322, 0.343, 0.402, 0.445, 0.306, 0.362, 0.924, 0.400, 0.533, 0.413, 0.376, 0.452, 0.373, 0.368, 0.399, 0.371, 0.441, 0.267, -0.632, 0.427, 0.378, 0.390, 0.477

No. 2
This record from OMol25 describes one molecule with the formula C6H5BrFNO2 at a distorted geometry. The level of theory is ωB97M-V with the def2-TZVPD basis set.

Strongest force on any atom, Eh/bohr: 0.096
ΔE to the lowest compared entry with this formula, charge and spin, eV: 1.6423
Net charge: 0
Molar mass, g mol⁻¹: 222.0
Orbital gap, eV: 8.9
SMILES: C=C/C=C\C(Br)=C(/F)[N+](=O)[O-]
2S+1: 1

The geometry in XYZ format:
```
16
C6H5BrFNO2 (ωB97M-V with the def2-TZVPD basis set)
C 0.828 -0.496 0.144
C 1.903 0.042 -0.362
C -0.546 0.092 0.387
C 1.981 1.473 -0.567
C -1.359 0.592 -0.485
C 1.672 2.412 0.336
N 1.529 3.874 0.154
O 1.656 4.337 -0.946
O 1.109 4.496 1.120
F 1.397 2.091 1.633
Br 2.434 1.953 -2.324
H 0.834 -1.443 0.463
H 2.790 -0.636 -0.667
H -0.861 -0.125 1.531
H -2.429 0.741 -0.236
H -1.094 0.721 -1.518
```

Let us look at the Mulliken charges, expressed in e, one per atom: -0.467, -0.320, -0.277, 0.174, -0.621, 0.334, 0.980, -0.545, -0.545, -0.226, -0.070, 0.536, 0.286, 0.224, 0.264, 0.274

No. 3
This record from OMol25 describes BaCl4O16 as an isolated structure at a distorted geometry. The level of theory is ωB97M-V with the def2-TZVPD basis set.

Strongest force on any atom, Eh/bohr: 0.145
ΔE to the lowest compared entry with this formula, charge and spin, eV: 0.0000
Net charge: -1
Molar mass, g mol⁻¹: 535.1
Orbital gap (alpha / beta), eV: 7.6 / 1.5
2S+1: 2

The geometry in XYZ format:
```
21
BaCl4O16 (ωB97M-V with the def2-TZVPD basis set)
Ba 6.369 20.022 10.999
Cl 5.706 20.688 7.006
O 4.295 20.652 6.820
O 6.240 21.943 7.326
O 6.125 19.785 8.184
O 6.228 20.294 5.775
Cl 5.666 22.222 14.623
O 4.956 21.316 15.501
O 7.072 22.043 14.872
O 5.446 21.725 13.266
O 5.484 23.560 14.895
Cl 3.396 17.204 9.829
O 4.692 17.756 10.149
O 2.437 18.104 10.391
O 3.216 17.068 8.419
O 3.070 15.882 10.420
Cl 9.502 19.421 13.827
O 9.584 20.678 14.398
O 10.488 19.148 12.815
O 9.136 18.614 14.857
O 8.267 19.512 13.116
```

Let us look at the Mulliken charges, expressed in e, one per atom: 1.845, 1.620, -0.615, -0.634, -0.706, -0.608, 1.560, -0.658, -0.622, -0.670, -0.578, 1.632, -0.499, -0.428, -0.389, -0.314, 1.604, -0.578, -0.637, -0.573, -0.751

No. 4
This record from OMol25 describes one molecule with the formula C2H5NO2S at a distorted geometry. The level of theory is ωB97M-V with the def2-TZVPD basis set.

Strongest force on any atom, Eh/bohr: 0.064
ΔE to the lowest compared entry with this formula, charge and spin, eV: 4.1055
Net charge: 0
Molar mass, g mol⁻¹: 107.1
Orbital gap, eV: 9.7
2S+1: 1

The geometry in XYZ format:
```
11
C2H5NO2S (ωB97M-V with the def2-TZVPD basis set)
C 0.542 0.708 0.511
C 1.180 0.767 -0.698
N -1.606 -0.236 0.830
O -1.263 -0.566 -1.651
O -0.042 -1.976 -0.012
S -0.798 -0.822 -0.311
H 0.818 -0.084 1.171
H -0.176 1.335 0.936
H 0.832 1.474 -1.461
H 2.024 0.213 -0.934
H -1.510 -0.814 1.619
```

Let us look at the Mulliken charges, expressed in e, one per atom: -0.487, -0.481, -0.589, -0.506, -0.489, 1.003, 0.312, 0.384, 0.254, 0.298, 0.301

No. 5
This record from OMol25 describes an isolated ion of composition NO7S2 and charge -1 at a distorted geometry. The level of theory is ωB97M-V with the def2-TZVPD basis set.

Strongest force on any atom, Eh/bohr: 0.057
ΔE to the lowest compared entry with this formula, charge and spin, eV: 0.5504
Net charge: -1
Molar mass, g mol⁻¹: 190.1
Orbital gap, eV: 9.0
SMILES: O=[N+]([O-])S(=O)(=O)S(=O)(=O)[O-]
2S+1: 1

The geometry in XYZ format:
```
10
NO7S2 (ωB97M-V with the def2-TZVPD basis set)
N 1.707 0.551 -0.525
O 2.158 -0.592 -0.574
O -0.791 -2.150 0.704
O 2.224 1.537 -1.050
O 0.565 0.738 1.886
O -0.421 2.086 0.110
O -1.328 -1.127 -1.484
O -2.713 -0.656 0.422
S 0.074 0.782 0.555
S -1.475 -1.168 -0.045
```

Let us look at the Mulliken charges, expressed in e, one per atom: 0.742, -0.524, -0.457, -0.544, -0.546, -0.574, -0.500, -0.478, 0.842, 1.039

No. 6
This record from OMol25 describes C11H13F6N2O9RbS3 as an isolated structure at a distorted geometry. The level of theory is ωB97M-V with the def2-TZVPD basis set.

Strongest force on any atom, Eh/bohr: 0.129
ΔE to the lowest compared entry with this formula, charge and spin, eV: 0.7391
Net charge: 0
Molar mass, g mol⁻¹: 612.9
Orbital gap, eV: 7.3
2S+1: 1

The geometry in XYZ format:
```
45
C11H13F6N2O9RbS3 (ωB97M-V with the def2-TZVPD basis set)
Rb -1.638 -1.011 1.089
C 1.842 -2.226 2.921
F 2.002 -3.500 2.610
F 2.999 -1.715 3.313
F 1.354 -1.581 1.822
S 0.491 -2.110 4.244
O 0.852 -2.888 5.433
O 0.345 -0.703 4.518
N -0.978 -2.591 3.400
S -1.518 -3.593 4.358
O -0.757 -4.820 4.429
O -2.016 -2.921 5.553
C -3.096 -4.037 3.259
F -3.874 -2.887 3.173
F -2.635 -4.317 2.095
F -3.828 -5.115 3.698
C 4.231 3.614 -0.602
C 3.259 3.081 -1.419
C 2.084 2.489 -0.957
C 1.912 2.455 0.451
C 2.900 2.972 1.329
C 4.009 3.619 0.753
N 0.697 1.791 0.911
O 0.534 1.848 2.154
O -0.116 1.264 0.158
H 5.107 4.101 -1.004
H 3.316 3.161 -2.494
H 1.397 2.105 -1.696
H 2.709 2.963 2.392
H 4.772 4.109 1.340
O 0.064 -1.902 -3.350
S -1.176 -1.098 -3.097
O -1.904 -1.103 -1.811
O -0.883 0.524 -3.573
C -1.906 1.553 -3.536
C -1.429 2.772 -4.228
C -2.388 -1.586 -4.343
H -2.223 1.885 -2.547
H -2.786 1.063 -3.952
H -2.104 3.612 -4.060
H -1.459 2.649 -5.310
H -0.445 3.111 -3.904
H -3.211 -0.935 -4.047
H -2.614 -2.637 -4.167
H -1.893 -1.464 -5.307
```

Let us look at the Mulliken charges, expressed in e, one per atom: 0.889, 0.591, -0.213, -0.189, -0.192, 0.964, -0.593, -0.605, -0.226, 0.837, -0.608, -0.634, 0.607, -0.233, -0.203, -0.220, -0.582, -0.336, -0.420, 0.196, -0.537, -0.345, 1.135, -0.560, -0.643, 0.383, 0.356, 0.512, 0.482, 0.368, -0.593, 1.075, -0.522, -0.287, 0.084, -1.318, -1.016, 0.193, 0.314, 0.398, 0.323, 0.278, 0.371, 0.402, 0.316